{
  "formula": "CH7N3O7PS2",
  "method": "ωB97M-V/def2-TZVPD",
  "symbols": ["C", "N", "N", "N", "O", "O", "O", "O", "O", "O", "O", "P", "S", "S", "H", "H", "H", "H", "H", "H", "H"],
  "coordinates": [[2.30, -0.22, -1.47], [-3.52, -0.95, 0.88], [-2.36, 1.30, 0.25], [0.24, 1.34, 1.17], [-0.87, -1.05, 0.17], [-0.50, 0.74, -1.56], [-4.84, 1.20, -0.05], [-3.53, -0.14, -1.48], [2.64, 1.25, 1.67], [1.94, 2.23, -0.53], [1.87, -0.21, -0.06], [-0.87, 0.39, -0.22], [-3.68, 0.36, -0.18], [1.75, 1.29, 0.57], [3.33, -0.13, -1.61], [1.81, 0.66, -1.85], [2.14, -1.24, -1.73], [-3.46, -0.59, 1.82], [-2.75, -1.51, 0.64], [-2.27, 2.13, -0.35], [0.12, 0.72, 1.97]],
  "total_charge": -1,
  "homo_lumo_gap_ha": 0.3675,
  "homo_ev": -6.82,
  "energy_ha": -1871.11805
}

=====

{
  "formula": "C4H6O2",
  "method": "ωB97M-V/def2-TZVPD",
  "symbols": ["C", "C", "C", "C", "O", "O", "H", "H", "H", "H", "H", "H"],
  "coordinates": [[-0.88, -0.19, 0.68], [-1.74, -0.99, 1.28], [0.40, 0.78, -0.30], [1.55, 0.27, -1.10], [-0.87, 0.20, -0.62], [0.33, 0.32, 1.03], [-1.64, -1.38, 2.28], [-2.75, -1.24, 0.93], [0.22, 1.83, -0.31], [2.14, -0.15, -0.32], [1.94, 1.15, -1.72], [1.30, -0.59, -1.84]],
  "total_charge": 0,
  "s2": 2.01,
  "e_above_lowest_kcal_mol": 47.7,
  "homo_lumo_gap_ha": [0.1870, 0.3728],
  "multiplicity": 3,
  "homo_ev": [-4.01, -11.50],
  "energy_ha": -306.24605
}

=====

{
  "formula": "C18H21N7OSV",
  "method": "ωB97M-V/def2-TZVPD",
  "symbols": ["V", "C", "N", "C", "C", "N", "C", "S", "C", "C", "C", "C", "C", "N", "H", "H", "H", "H", "H", "H", "H", "H", "H", "N", "C", "C", "N", "C", "C", "N", "C", "C", "N", "H", "H", "H", "H", "H", "H", "C", "O", "C", "C", "H", "H", "H", "H", "H", "H"],
  "coordinates": [[0.06, -0.14, -0.14], [0.18, -2.23, 4.54], [1.09, -2.34, 3.43], [2.07, -3.28, 3.27], [2.71, -3.01, 2.11], [2.13, -1.89, 1.55], [1.12, -1.49, 2.39], [0.08, -0.17, 2.23], [2.72, -1.09, 0.55], [4.09, -1.18, 0.33], [4.71, -0.27, -0.50], [3.94, 0.74, -1.06], [2.58, 0.74, -0.84], [1.96, -0.18, -0.08], [0.13, -3.17, 5.09], [-0.81, -1.98, 4.16], [0.49, -1.44, 5.22], [2.24, -4.06, 3.98], [3.52, -3.55, 1.65], [4.68, -1.94, 0.81], [5.77, -0.33, -0.69], [4.40, 1.52, -1.66], [1.94, 1.49, -1.29], [-1.01, -1.35, -3.92], [-0.27, -0.34, -4.45], [0.34, 0.28, -3.39], [-0.01, -0.33, -2.24], [-0.84, -1.32, -2.58], [-1.36, -2.12, -1.52], [-0.98, -1.82, -0.28], [-1.63, -2.68, 0.55], [-2.41, -3.52, -0.20], [-2.22, -3.16, -1.51], [-1.57, -1.99, -4.46], [-0.23, -0.14, -5.50], [1.02, 1.12, -3.43], [-1.52, -2.64, 1.61], [-3.07, -4.31, 0.09], [-2.68, -3.59, -2.29], [-3.35, 1.74, 0.09], [-2.19, 0.96, -0.27], [-0.98, 1.41, -0.18], [-0.67, 2.82, 0.17], [-3.27, 2.10, 1.12], [-4.21, 1.08, 0.01], [-3.50, 2.57, -0.60], [-1.49, 3.51, -0.05], [0.23, 3.17, -0.35], [-0.46, 2.86, 1.25]],
  "total_charge": 2,
  "s2": 0.97,
  "e_above_lowest_kcal_mol": 16.5,
  "homo_lumo_gap_ha": [0.2743, 0.2260],
  "multiplicity": 2,
  "homo_ev": [-13.43, -12.13],
  "energy_ha": -2498.74778
}

=====

{
  "formula": "C4H5N2S",
  "method": "ωB97M-V/def2-TZVPD",
  "symbols": ["C", "C", "C", "C", "N", "N", "S", "H", "H", "H", "H", "H"],
  "coordinates": [[1.26, 1.05, 0.43], [0.31, 1.15, 1.48], [-0.07, -0.10, -1.10], [-0.54, -1.35, -1.63], [0.96, 0.33, -0.60], [-0.88, 0.64, 1.35], [-1.97, 0.57, 2.53], [2.32, 1.45, 0.39], [0.62, 1.50, 2.49], [-1.56, -1.44, -1.23], [-0.57, -1.51, -2.71], [0.11, -2.28, -1.39]],
  "total_charge": -1,
  "e_above_lowest_kcal_mol": 80.9,
  "homo_lumo_gap_ha": [0.2131, 0.2128],
  "homo_ev": [-2.01, -2.01],
  "energy_ha": -663.02145
}

=====

{
  "formula": "C3H9NO2S",
  "method": "ωB97M-V/def2-TZVPD",
  "symbols": ["C", "C", "C", "N", "O", "O", "S", "H", "H", "H", "H", "H", "H", "H", "H", "H"],
  "coordinates": [[-1.35, 0.24, 0.60], [0.33, 0.99, -1.05], [-0.10, -0.19, -0.13], [0.92, -0.80, 0.55], [-1.80, -2.42, -0.81], [0.63, -2.82, -1.12], [-0.67, -1.90, -1.62], [-1.94, -0.62, 0.96], [-1.20, 1.03, 1.50], [-2.01, 0.58, -0.08], [-0.22, 1.19, -1.92], [1.38, 0.65, -1.41], [0.48, 1.90, -0.59], [1.24, -2.13, -0.75], [1.84, -0.46, 0.64], [0.64, -1.25, 1.38]],
  "total_charge": 0,
  "e_above_lowest_kcal_mol": 77.6,
  "homo_lumo_gap_ha": 0.3109,
  "homo_ev": -7.92,
  "energy_ha": -723.04468
}